1.
Molecular formula: C4H8NO3
Method: DFT, ωB97M-V/def2-TZVPD

Geometry as XYZ:
```
16
C4H8NO3 (ωB97M-V/def2-TZVPD)
C -1.80287 2.84101 -1.52417
C -1.34504 2.16412 -0.24356
O -1.86482 2.14350 0.84868
N -0.20685 1.41600 -0.47715
H -2.58814 2.14216 -1.86390
H -1.13490 2.97804 -2.37489
H 0.34073 1.13993 0.32663
H 0.17378 1.13028 -1.36352
H -2.31921 3.80676 -1.47131
C 1.04317 -1.31703 -0.51417
C 1.37619 -2.35504 0.61854
O 1.41813 -3.55426 0.27723
O 1.46790 -1.80853 1.74526
H -0.01632 -1.10369 -0.62670
H 1.11215 -1.96297 -1.42762
H 1.74777 -0.50741 -0.57185
```

Values from the calculation:
highest occupied orbital energy = -3.9 eV
orbital gap = 6.91 eV
energy above the lowest of the compared OMol25 structures with the same formula, charge and spin = 154.2 kJ/mol
net charge = -1
2S+1 = 1

=====

2.
Molecular formula: C4H8NO3
Method: DFT, ωB97M-V/def2-TZVPD

Geometry as XYZ:
```
16
C4H8NO3 (ωB97M-V/def2-TZVPD)
C 0.08129 -0.50034 3.27159
C 0.54619 -0.83384 1.83772
O 0.16048 -0.00999 0.91230
O 1.23034 -1.79107 1.53737
H 0.49619 -1.23073 3.95849
H -1.00949 -0.52093 3.34724
H 0.53405 0.49448 3.54797
C -1.05117 -0.41938 -1.43342
C -0.46288 0.79700 -2.05514
O -0.04980 0.76307 -3.18957
N -0.22118 1.88514 -1.20973
H 0.00105 2.75895 -1.62924
H -0.23403 1.70991 -0.16644
H -1.84118 -0.84225 -2.08422
H -1.53107 -0.24665 -0.48579
H -0.26674 -1.16966 -1.21945
```

Values from the calculation:
highest occupied orbital energy (spin up / spin down) = -9.6 / -9.6 eV
orbital gap (spin up / spin down) = 10.10 / 5.83 eV
energy above the lowest of the compared OMol25 structures with the same formula, charge and spin = 53.9 kJ/mol
net charge = 0
2S+1 = 2

=====

3.
Molecular formula: C4H8NO3
Method: DFT, ωB97M-V/def2-TZVPD

Geometry as XYZ:
```
16
C4H8NO3 (ωB97M-V/def2-TZVPD)
C -1.42484 1.68260 -2.65884
C -0.53102 0.65830 -1.96159
O -0.52065 0.48111 -0.76030
O 0.21280 0.01398 -2.79995
H -0.87118 2.58859 -2.85490
H -2.15396 2.08706 -1.94955
H -1.96964 1.22745 -3.46893
C -0.63390 -1.47881 2.04655
C 0.60082 -0.64886 2.13440
O 1.09506 -0.38252 3.22964
N 1.36786 -0.40744 1.03587
H 2.23869 0.05034 1.23950
H 0.98435 -0.40082 0.10010
H -0.66471 -2.44745 2.54445
H -0.88558 -1.65273 1.00228
H -1.44781 -0.84765 2.45115
```

Values from the calculation:
highest occupied orbital energy (spin up / spin down) = -9.1 / -9.1 eV
orbital gap (spin up / spin down) = 9.62 / 5.35 eV
energy above the lowest of the compared OMol25 structures with the same formula, charge and spin = 36.3 kJ/mol
net charge = 0
2S+1 = 2

=====

4.
Molecular formula: C4H8NOP
Method: DFT, ωB97M-V/def2-TZVPD

Geometry as XYZ:
```
15
C4H8NOP (ωB97M-V/def2-TZVPD)
C -1.67030 -1.41280 -0.10715
C -0.14370 -1.95010 0.18391
C 0.16366 -0.56644 0.64032
C 1.04031 0.24487 -0.29845
N -1.27021 -0.30382 0.42805
O -2.71217 -1.75963 -0.50612
P -2.66967 1.40653 0.15859
H -0.07756 -2.83690 0.67673
H 0.32953 -2.10478 -0.83155
H 0.63467 -0.53252 1.64747
H 1.99216 -0.18683 -0.48251
H 1.13945 1.28180 0.07040
H 0.43306 0.45168 -1.20344
H -3.54658 0.31624 0.35870
H -2.85393 1.20572 -1.20316
```

Values from the calculation:
highest occupied orbital energy = -9.1 eV
orbital gap = 8.90 eV
energy above the lowest of the compared OMol25 structures with the same formula, charge and spin = 296.6 kJ/mol
net charge = 0
2S+1 = 1

=====

What did the first record say?
Molecular formula: C4H8NO3
Method: DFT, ωB97M-V/def2-TZVPD

Geometry as XYZ:
```
16
C4H8NO3 (ωB97M-V/def2-TZVPD)
C -1.80287 2.84101 -1.52417
C -1.34504 2.16412 -0.24356
O -1.86482 2.14350 0.84868
N -0.20685 1.41600 -0.47715
H -2.58814 2.14216 -1.86390
H -1.13490 2.97804 -2.37489
H 0.34073 1.13993 0.32663
H 0.17378 1.13028 -1.36352
H -2.31921 3.80676 -1.47131
C 1.04317 -1.31703 -0.51417
C 1.37619 -2.35504 0.61854
O 1.41813 -3.55426 0.27723
O 1.46790 -1.80853 1.74526
H -0.01632 -1.10369 -0.62670
H 1.11215 -1.96297 -1.42762
H 1.74777 -0.50741 -0.57185
```

Values from the calculation:
highest occupied orbital energy = -3.9 eV
orbital gap = 6.91 eV
energy above the lowest of the compared OMol25 structures with the same formula, charge and spin = 154.2 kJ/mol
net charge = -1
2S+1 = 1

=====

Q: Which formula does entry 4 have?
A: C4H8NOP

=====

Q: Which value of energy above the lowest of the compared OMol25 structures with the same formula, charge and spin does entry 2 give?
A: 53.9 kJ/mol